(1)
{"formula": "C25H41Cl17NO2", "method": "ωB97M-V/def2-TZVPD", "multiplicity": 2, "s2": 0.754, "homo_ev": [-8.1, -9.5], "species": ["H", "H", "Cl", "H", "C", "C", "C", "H", "C", "H", "C", "H", "Cl", "H", "C", "H", "H", "H", "H", "H", "C", "H", "H", "Cl", "C", "Cl", "H", "H", "C", "H", "C", "C", "Cl", "Cl", "C", "C", "O", "H", "H", "C", "C", "H", "N", "H", "H", "Cl", "H", "H", "H", "H", "Cl", "H", "C", "C", "H", "Cl", "H", "Cl", "H", "H", "Cl", "H", "C", "O", "Cl", "H", "C", "C", "H", "H", "H", "C", "H", "Cl", "Cl", "H", "Cl", "Cl", "C", "H", "C", "C", "C", "H", "Cl", "H"], "coordinates": [[-1.58082, 1.76343, -2.05366], [-1.34802, -1.52754, 1.05593], [9.99107, -3.81573, -1.71465], [2.22157, -0.20436, -0.92024], [-3.59557, 1.62531, -1.28150], [9.04825, -2.43025, -1.16185], [2.24017, 1.81347, -1.61227], [-2.84257, 1.89373, -3.27117], [-1.20483, -0.26989, -3.70494], [-1.56850, 0.01240, -4.69308], [-3.58382, -0.78676, -3.26604], [2.54724, 1.68663, 0.51288], [-0.76342, -9.80127, 6.98385], [-3.03607, -2.87912, 0.18830], [0.05080, 3.00804, 1.53366], [4.39864, -0.30195, -2.83552], [-0.87548, -1.30852, -3.74268], [-4.01143, 0.78800, 0.66928], [2.92635, 4.50666, 0.17192], [-2.43645, 3.79512, 1.19249], [-3.88473, 0.42178, -0.34950], [-3.82311, -0.30928, -4.21577], [-3.84202, -2.44798, -1.31671], [10.07647, -1.35741, -0.20820], [4.70957, -0.84052, -0.81670], [1.62935, -10.50492, 5.53505], [0.22995, 2.02801, 1.98124], [-4.23253, 3.30749, -0.13127], [4.96215, -1.03268, 1.51768], [2.08560, 3.35731, 2.14290], [-3.62557, -2.11080, -0.30988], [2.71988, 2.40978, -0.28900], [-4.82856, 4.98601, 2.44733], [-2.42342, -6.84516, 3.25943], [-2.28390, 2.87434, 0.62483], [0.14707, -9.54739, 5.49236], [4.18390, -0.53369, 0.45795], [-0.54736, 1.87857, -0.20257], [-0.35565, 0.35440, -3.44443], [-2.76176, -5.80758, 1.87404], [2.63078, 0.34373, -1.76879], [5.80260, -0.75374, -0.79458], [-1.89365, -0.72059, -1.40633], [-3.37319, -1.83878, -3.46407], [-0.56941, 3.54684, 2.25606], [-1.36621, -4.76674, 1.56670], [-2.94750, 3.66080, -1.26455], [4.91182, -2.12805, 1.57698], [4.69207, 1.06739, -1.78801], [2.66568, 2.39005, -2.44137], [7.70047, -2.98851, -0.16773], [1.15278, 1.90288, -1.68347], [-2.54409, 1.36027, -2.36828], [-2.86939, -0.77160, -0.28006], [4.47478, -1.87980, -1.08790], [-0.83625, -10.04566, 4.11211], [-4.45757, -0.71600, -2.62723], [-4.52379, 7.30854, 4.12833], [-2.51875, 2.06143, 1.31360], [-4.55904, -2.01877, 0.24763], [-4.74879, 7.61494, 1.26867], [1.48584, 4.15117, -0.73328], [-4.11630, 6.59837, 2.56496], [-0.67703, -0.47107, -1.10452], [-2.35859, 6.48003, 2.41354], [-2.79820, -0.89784, 1.84413], [-0.79620, 2.83443, 0.26345], [4.15312, 0.12000, -1.85764], [1.21744, 4.81235, 1.74320], [-0.60055, 3.63363, -0.45545], [-4.85257, 0.01937, -0.63328], [-2.08942, -0.73228, 1.02938], [2.16553, -0.04789, -2.67379], [-3.07027, -6.80461, 0.44924], [0.55494, -7.83591, 5.33718], [-1.58586, 0.21755, 1.18381], [-5.17515, 1.98247, -2.17120], [-4.18654, -4.81614, 2.21246], [1.38253, 3.78138, 1.41991], [4.55917, -0.61868, 2.43996], [-2.33543, -0.11593, -2.69676], [2.11617, 3.77991, 0.07922], [-3.28855, 2.92853, -0.52617], [6.01217, -0.73877, 1.41195], [8.41597, -1.55032, -2.55802], [3.80438, 2.52448, -0.35121]]}


(2)
{"formula": "C25H41Cl5N11O2PRhS", "method": "ωB97M-V/def2-TZVPD", "multiplicity": 1, "total_charge": 3, "e_above_lowest_kcal_mol": 0.00, "homo_ev": -15.3, "species": ["H", "H", "H", "H", "H", "C", "Rh", "C", "H", "H", "C", "H", "N", "H", "Cl", "C", "H", "Cl", "Cl", "N", "H", "H", "C", "H", "Cl", "N", "C", "C", "O", "H", "H", "H", "H", "H", "C", "C", "N", "H", "C", "C", "H", "C", "Cl", "C", "H", "N", "P", "H", "O", "H", "H", "C", "H", "C", "N", "H", "C", "H", "H", "C", "S", "N", "H", "C", "C", "C", "H", "C", "H", "H", "N", "H", "C", "H", "N", "N", "C", "C", "H", "H", "H", "H", "H", "H", "N", "C", "H"], "coordinates": [[0.38010, -6.15374, 0.93797], [-1.86247, 4.44777, 5.40729], [-0.93843, 1.00539, 4.46739], [4.58288, 0.16437, 5.92057], [0.68923, -7.14292, 2.36181], [1.60624, -1.36013, -1.71248], [-0.12194, 0.34640, 1.06818], [-0.14511, -5.21237, 2.79270], [-0.70748, -1.88360, 2.57452], [2.78778, -6.19389, 1.34066], [0.73280, -6.12757, 1.97155], [3.37521, -4.29487, -0.20856], [2.81736, 0.44808, 4.25727], [-3.60958, 1.86534, 1.53229], [-4.25572, 2.43325, -3.76388], [-0.32436, 3.37684, 2.61972], [-2.65782, 2.25083, 5.58459], [-4.80304, -1.35396, 1.14242], [-7.33365, -0.04067, -0.09524], [2.17970, -4.21968, 1.53177], [3.63799, 0.69175, -1.39990], [0.04885, -5.33674, 3.86237], [-3.30190, 0.81814, -1.85957], [-4.32301, 2.21504, 3.80902], [-7.07842, 1.87455, -2.52695], [0.06979, -3.81386, 2.41749], [-3.42079, -0.02874, -0.75825], [-3.64212, 3.05940, 3.91026], [0.97349, 1.18098, -1.89522], [3.51530, -0.27525, 0.11057], [-4.08149, 3.81779, 4.55807], [-2.70489, 3.12529, 0.70056], [-0.49372, 3.31237, 5.23258], [2.00901, -2.09107, -1.01913], [3.09992, 0.55208, -0.46332], [-4.66149, -0.30914, -0.20859], [-3.29282, 3.61931, 2.65082], [0.76370, 1.11282, -5.42571], [-0.26168, 3.34370, -4.15466], [3.35309, -3.82476, 0.77827], [-1.09180, 4.00537, -3.92261], [1.13439, -3.36583, 1.70836], [-1.99807, -0.77947, -0.11072], [-5.69248, 1.15053, -1.85793], [3.37008, -2.74616, 0.65024], [1.32378, 0.67704, 2.33375], [-1.25464, 1.84593, 2.18197], [-0.07336, 3.90645, 1.69930], [1.16957, -2.19164, 1.26129], [2.82662, -1.65500, 2.75920], [-1.19837, -5.44309, 2.62391], [2.03917, 0.53624, 3.23612], [0.14698, 3.60240, -5.12704], [-2.84109, 2.63232, 1.66484], [3.52425, -1.65700, 3.49615], [0.61657, 3.11009, 3.10282], [-5.80511, 0.28497, -0.76115], [4.16999, -2.42645, 3.53688], [4.25563, -4.13776, 1.30737], [-4.43774, 1.40810, -2.40964], [1.40126, 0.19539, -0.86186], [-2.39118, 2.54547, 4.64269], [2.57307, -5.67203, 3.00954], [2.15161, -5.60541, 2.00116], [3.61526, -0.62184, 4.34006], [-2.33847, 4.71591, 2.83399], [-2.09638, 5.15079, 1.86633], [-1.01875, -2.91289, 2.73856], [-0.74697, 1.50544, -6.30485], [0.51677, 3.40120, -3.39746], [-0.74879, 1.94585, -4.24991], [5.14315, -1.40714, 5.46432], [-1.79196, 1.38323, 3.90205], [2.25606, -1.19996, -2.57248], [-2.04098, 1.02521, -2.40365], [4.50442, -0.64359, 5.32533], [-1.41694, 1.45406, -3.30023], [-0.32314, 1.10164, -5.38886], [-1.29430, -3.04293, 3.78724], [-2.80412, 5.48487, 3.45128], [-1.89981, -3.12502, 2.12545], [-0.67100, 0.08398, -5.23329], [-2.54599, 0.59658, 3.84413], [3.11620, 1.46485, 0.12781], [-1.11160, 4.26082, 3.48216], [-1.38948, 3.71090, 4.75817], [0.61547, -1.67403, -2.03890]]}


(3)
{"formula": "C25H41F5InP2", "method": "ωB97M-V/def2-TZVPD", "multiplicity": 1, "total_charge": 1, "homo_ev": [-8.8, -8.9], "species": ["C", "H", "C", "H", "H", "C", "In", "H", "H", "C", "H", "C", "H", "H", "H", "F", "H", "H", "C", "F", "H", "H", "H", "H", "C", "H", "C", "C", "C", "F", "H", "H", "C", "C", "P", "H", "F", "C", "H", "H", "H", "H", "H", "H", "H", "H", "H", "H", "P", "C", "C", "H", "H", "C", "C", "H", "H", "C", "C", "C", "H", "C", "H", "H", "H", "H", "C", "C", "H", "H", "F", "C", "H", "C"], "coordinates": [[1.65302, 1.43525, -5.78358], [1.45024, 2.90848, -7.28623], [-1.51778, 2.02046, -5.68689], [-0.03684, -3.68792, -1.01564], [1.08520, 3.47651, -5.67439], [-0.57287, 2.49206, -6.70080], [-0.63818, 0.92051, -1.48414], [3.29913, -2.35294, 2.05710], [3.63594, 2.95661, -2.69614], [-1.84883, -0.62993, 2.96293], [-0.22579, 2.60939, -3.87096], [2.58001, 0.08189, -2.97845], [1.67212, -3.19808, -0.90675], [3.10070, 0.17120, -3.93079], [-2.26142, 2.74380, -5.34169], [-0.92546, 2.31562, 1.92670], [3.32667, -0.07333, -2.18543], [-4.07430, 0.78287, -2.96895], [2.57119, 3.11371, -2.92302], [0.91651, 3.00571, 0.22259], [-2.03545, -3.21347, -0.30885], [-2.40508, -3.67527, 1.35600], [0.23257, 0.26684, -7.76798], [-1.91517, 0.45072, 2.78500], [0.94496, 2.61708, -6.34925], [-3.03953, 0.52786, -5.74543], [1.36475, -1.69943, 1.42123], [-3.25822, 1.48118, -3.16697], [0.08203, 1.61512, -3.53286], [-2.60536, 2.46853, 0.48868], [1.93606, -0.80669, -3.00010], [-0.89585, 3.52254, -6.92852], [0.79702, -3.51458, -0.32009], [-1.26221, -0.49897, -6.40749], [-1.88342, 0.51250, -3.81231], [1.74478, -0.64920, -5.34508], [-1.53141, 4.27519, 1.15478], [-1.36759, 2.97945, 0.81404], [3.24790, -0.70906, 1.41780], [-1.84814, -0.61601, -7.33305], [0.88519, -0.18356, 4.32588], [-1.34948, -1.34526, -2.31278], [0.78328, 1.08088, 3.09354], [-3.01930, 2.00941, -2.23411], [3.14534, -2.09668, 0.31645], [0.15593, 0.89172, -4.36711], [-1.38029, -1.45560, -5.88120], [-2.80858, -1.07908, 2.69255], [1.66745, 1.59540, -2.55620], [-1.94799, 0.62005, -5.57539], [1.16940, 0.07054, 3.29390], [2.64476, 1.66014, -5.37918], [-2.94831, -2.11036, 0.74115], [2.83801, -1.71474, 1.29252], [-0.74958, -1.22605, 2.17974], [2.20571, 3.92282, -2.27402], [-1.69136, -0.77260, 4.04048], [1.21484, 0.15247, -5.86510], [-2.12459, -2.83067, 0.71134], [-0.34264, 2.81824, -0.31120], [-2.85248, -1.55869, -3.27696], [-0.86250, -2.20363, 1.16543], [1.04745, -4.48736, 0.13765], [-0.68977, 1.92049, -7.63161], [2.26231, 0.10953, 3.23979], [-1.20977, -1.80829, -4.02561], [0.44542, -2.50435, 0.70097], [0.20134, -0.33235, -6.84612], [0.52156, -1.34602, -7.14433], [-3.58105, 2.23830, -3.88637], [-0.55552, 3.82662, -1.24996], [-1.80363, -1.22214, -3.31595], [2.46129, 3.40759, -3.97285], [0.62716, -0.90746, 2.33413]]}


(4)
{"formula": "C25H41N3P2V", "method": "ωB97M-V/def2-TZVPD", "multiplicity": 3, "total_charge": 1, "e_above_lowest_kcal_mol": 7.40, "s2": 2.053, "homo_ev": [-10.8, -10.8], "species": ["H", "N", "C", "C", "C", "C", "C", "P", "H", "H", "H", "N", "C", "H", "C", "H", "H", "H", "H", "C", "H", "H", "H", "P", "H", "H", "H", "H", "C", "H", "C", "H", "C", "H", "C", "H", "C", "H", "C", "V", "H", "H", "C", "H", "H", "H", "C", "H", "H", "H", "C", "C", "H", "C", "H", "N", "H", "H", "C", "C", "H", "H", "H", "H", "C", "C", "C", "H", "C", "H", "H", "H"], "coordinates": [[0.90148, -1.13813, -5.64060], [1.42099, 0.95885, 2.15526], [0.90524, -1.58015, -4.63284], [-1.20545, -1.89051, 2.27425], [0.20088, -2.14858, 2.52326], [-0.83409, 3.47364, -4.03683], [3.31536, -0.44939, -3.99483], [-0.63699, 1.71110, -3.58263], [-3.52357, -0.83853, 4.09684], [1.75940, 1.20009, -1.70409], [-3.05055, -0.63977, 0.06650], [2.93086, 2.43162, 3.38425], [0.17388, 2.03028, -0.49668], [0.40508, 0.93010, 5.33152], [1.03236, -3.20609, 1.89516], [3.95335, 0.22355, -3.40561], [0.65256, 3.01318, -0.34754], [-2.27701, -3.71526, 1.98582], [-1.76503, 3.83418, -3.57488], [1.03247, 1.22154, -4.20759], [3.36214, -0.16883, -5.05859], [-3.57245, -0.37455, 2.39334], [-0.11041, -1.88453, -4.34797], [1.58013, -0.40290, -3.38434], [2.14575, -0.50497, 4.87891], [1.56043, -2.46206, -4.62586], [2.20055, 1.38303, -0.04534], [-1.83049, -1.41173, -1.77030], [-1.60563, -0.81046, 3.13711], [-0.82365, -0.10874, 6.05625], [1.89475, -1.42241, 4.33211], [2.00371, -1.00577, -0.29178], [-0.76650, 1.82398, 0.63691], [-0.61607, 2.51953, 1.47197], [3.03999, 2.59759, 4.69163], [-1.64018, 1.30848, -5.77140], [1.36457, 1.04068, -0.68033], [1.01484, 1.09182, -5.30938], [2.11607, 1.64650, 2.82249], [-0.03122, -0.20859, 1.51819], [-1.64333, -0.18877, -4.77487], [-0.39679, 2.10209, -1.44741], [-1.78375, 0.90024, -4.76052], [-2.65317, 1.31793, 1.41225], [-3.08121, -2.29616, 1.32058], [0.01026, 4.06134, -3.65342], [-0.49334, -0.47624, 3.96926], [1.03129, -4.12804, 2.49201], [2.07673, -2.88279, 1.80005], [0.67316, -3.46624, 0.89580], [-2.41936, 0.13533, -0.40405], [-0.55530, 0.43613, 5.14002], [-1.03756, 0.13629, -2.07193], [-2.98691, -0.28737, 3.31252], [-2.96892, 0.76746, 3.60868], [3.18720, 2.78959, 5.84156], [-1.68287, -2.99772, 0.49235], [-1.30942, 1.21714, 4.99784], [-1.32945, -0.56508, -1.26342], [1.10144, -0.40096, -0.43083], [-0.05808, -2.17998, -0.56557], [1.84289, -2.23420, 5.07306], [-2.80961, 1.12901, -4.43402], [-0.90955, 3.59448, -5.12793], [-2.10282, -2.75869, 1.47322], [-0.11884, -1.08687, -0.57635], [-1.92381, 1.06914, 0.63910], [1.76146, 2.01881, -3.95911], [0.60699, -1.29677, 3.60265], [-3.10136, 0.63623, -1.11925], [3.67525, -1.47983, -3.87300], [2.72118, -1.65329, 3.64841]]}